# 1
A cluster of 2 separate species, C8H17N4 in total, computed with ωB97M-V with the def2-TZVPD basis set.

Each line ends with the Löwdin charge.
Positions of all 29 atoms, in Å:
N  1.476  -2.165  -1.308  0.207
C  0.311  -0.031  -0.774  0.005
N  -1.249  -0.926  0.682  -0.066
H  -3.049  -1.898  -0.182  0.126
H  -1.639  1.904  0.535  0.140
H  0.659  2.426  -0.147  0.095
C  -3.180  0.225  0.042  -0.140
H  2.116  2.840  0.867  0.097
H  -3.092  -1.469  1.508  0.139
H  3.701  0.920  1.103  0.114
H  3.469  0.257  -0.550  0.067
H  -0.724  -2.904  -0.017  0.110
C  -2.712  -1.107  0.515  -0.162
H  2.494  2.169  -0.819  0.138
H  1.217  0.526  1.247  0.152
N  -0.886  0.158  -0.145  -0.111
H  -1.971  1.572  -1.136  0.130
H  3.155  -0.682  0.834  0.084
C  1.746  2.200  0.072  -0.081
H  1.880  -1.581  -2.013  0.068
C  -0.280  -2.049  0.406  -0.044
H  0.286  -2.445  1.353  0.170
C  -1.926  1.090  -0.172  -0.134
H  -3.738  -0.002  -0.924  0.131
C  3.105  0.296  0.414  -0.051
C  0.649  -1.522  -0.653  -0.335
N  1.720  0.808  0.396  -0.196
H  0.599  0.687  -1.648  0.188
H  -4.138  0.704  0.515  0.159

Multiplicity   1
Orbital gap   8.67 eV
ΔE to the lowest compared entry with this formula, charge and spin   288.4 kJ/mol
Total charge   +1
DFT total energy   -533.67940 hartree

---

# 2
A structure of composition C8H17NO2S, computed with ωB97M-V with the def2-TZVPD basis set.

Each line ends with the Löwdin charge.
Positions of all 29 atoms, in Å:
H  -2.906  -0.951  -1.679  0.074
H  -3.576  -1.241  -0.086  0.031
H  -2.622  -0.760  1.795  0.078
C  0.764  0.156  0.355  0.111
N  -0.848  -0.506  -0.546  -0.216
H  3.784  0.776  -0.695  0.107
H  1.693  -0.458  -1.448  0.139
C  3.209  0.199  -0.007  -0.232
C  -1.964  0.205  -0.053  -0.678
H  -1.024  2.008  -0.509  0.067
C  -3.240  -0.518  -0.735  -0.055
H  3.226  -1.852  -0.240  0.064
O  0.477  -2.591  -1.039  -0.463
C  3.758  -1.162  0.357  -0.086
H  4.790  -1.315  0.438  0.064
C  -1.980  1.572  -0.724  -0.050
H  3.557  -1.346  1.339  0.048
O  -0.567  -2.673  1.137  -0.283
H  3.093  0.678  1.001  0.124
H  0.114  -3.308  1.077  0.006
C  -2.193  0.202  1.468  -0.028
H  -1.983  1.499  -1.751  0.055
H  0.398  0.410  1.357  0.070
H  -2.930  0.957  1.661  0.072
C  1.825  -0.092  -0.391  -0.184
H  -1.097  0.304  1.986  0.107
S  -0.789  -2.142  -0.477  0.882
H  -2.801  2.267  -0.485  0.099
H  -4.121  0.094  -0.830  0.078

Multiplicity   1
Orbital gap   9.60 eV
ΔE to the lowest compared entry with this formula, charge and spin   468.9 kJ/mol
DFT total energy   -918.26357 hartree

---

# 3
A structure of composition C8H17O5Pt, computed with ωB97M-V with the def2-TZVPD basis set.

Each line ends with the Löwdin charge.
Positions of all 31 atoms, in Å:
H  -1.802  2.768  -0.067  0.100
H  -4.076  -0.956  1.926  0.103
O  1.916  0.119  0.147  -0.344
H  -3.455  -2.600  2.120  0.113
H  -3.839  -2.984  -0.414  0.110
C  2.376  1.468  -0.104  -0.130
C  -3.536  -1.953  -0.590  0.013
Pt  -0.122  0.073  0.180  1.281
C  -0.914  3.016  0.508  -0.037
O  -2.129  -0.158  0.207  -0.167
C  -3.176  -1.575  1.885  0.007
O  -1.422  -3.630  0.659  0.151
O  0.138  2.156  0.030  -0.362
C  -1.321  -2.454  0.468  -0.558
H  -2.465  -1.233  2.639  0.104
H  1.426  2.346  1.652  0.141
H  1.719  3.477  0.304  0.150
H  -3.066  -1.888  -1.571  0.106
H  2.189  -1.558  1.285  0.098
C  2.504  -0.521  1.321  -0.017
H  -2.628  0.448  0.769  0.116
H  3.403  1.568  0.243  0.146
H  -4.419  -1.313  -0.576  0.101
O  -0.149  -1.864  0.239  -0.172
H  2.342  1.594  -1.185  0.149
C  -2.564  -1.555  0.500  -0.474
C  1.447  2.452  0.564  -0.151
H  -0.637  4.051  0.319  0.109
H  -1.072  2.857  1.577  0.106
H  2.149  -0.043  2.233  0.100
H  3.586  -0.443  1.236  0.108

Multiplicity   1
Orbital gap   9.92 eV
ΔE to the lowest compared entry with this formula, charge and spin   0.0 kJ/mol
Total charge   +1
DFT total energy   -810.25619 hartree

---

# 4
A structure of composition C8H18Cl3CoGeO3SeTe, computed with ωB97M-V with the def2-TZVPD basis set.

Each line ends with the Löwdin charge.
Positions of all 36 atoms, in Å:
H  3.597  -1.163  -1.213  0.013
C  -3.127  3.979  1.910  -0.793
H  2.495  -0.489  -0.005  -0.009
Cl  -0.512  4.723  2.288  0.581
H  3.071  -2.152  0.152  0.014
Co  -2.358  1.118  1.332  -0.312
H  2.371  -4.393  -1.943  0.009
H  2.918  -3.298  -3.220  0.008
H  -0.770  -2.388  2.234  0.024
H  -0.992  2.264  -0.760  0.101
C  -1.892  3.822  2.977  -1.443
Ge  1.266  -2.067  -1.683  0.743
C  -0.352  -2.581  -0.732  -0.514
Cl  -2.317  4.519  4.539  0.584
C  2.048  -3.621  -2.644  -0.237
Se  -1.705  -1.158  0.245  0.490
O  -3.279  2.999  1.155  -0.107
Cl  -1.403  2.138  3.221  0.665
Te  -3.972  -0.724  1.675  0.249
H  -0.144  -3.287  0.074  -0.013
C  2.751  -1.391  -0.561  -0.228
C  0.745  2.131  0.166  -0.144
H  1.787  -0.490  -3.638  0.012
H  1.244  1.512  -0.586  0.063
C  -0.595  -1.388  1.841  -0.434
H  1.052  1.803  1.157  0.078
C  0.882  -0.716  -3.072  -0.224
H  0.502  0.212  -2.642  -0.002
H  0.130  -1.096  -3.765  0.015
O  -0.663  1.983  0.098  -0.217
H  -0.885  -0.649  2.579  -0.033
H  0.454  -1.267  1.567  0.013
H  -1.035  -3.053  -1.440  -0.017
O  -3.683  5.060  1.991  -0.012
H  1.328  -4.066  -3.332  0.009
H  1.044  3.174  0.035  0.070

Multiplicity   4
Orbital gap (alpha / beta)   5.80 / 5.84 eV
⟨S²⟩   3.786
Total charge   -1
DFT total energy   -8051.05260 hartree